(1)
Molecular formula: C29H27BF5N2O2PPdS
Method: DFT, the ωB97M-V functional and the def2-TZVPD basis

Output
Kohn-Sham gap: 0.167 Eh
HOMO energy: -0.269 eV
Electronic energy: -2772.80548 hartree
M: 710.8 Da
Charge: -2

```
69
Properties=species:S:1:pos:R:3:lowdin_charge:R:1
Pd 0.020 -0.789 1.938 0.475
N -1.832 -0.643 -0.667 -0.111
P -0.498 -1.746 -0.528 1.063
C -1.136 -2.857 -1.898 -0.320
C -1.679 -4.094 -1.550 -0.074
C -2.210 -4.928 -2.525 -0.091
C -2.206 -4.548 -3.860 -0.123
C -1.666 -3.321 -4.219 -0.115
C -1.133 -2.486 -3.246 -0.107
C 0.717 -0.885 -1.614 -0.373
C 0.597 0.440 -2.007 -0.108
C 1.563 1.030 -2.812 -0.110
C 2.673 0.309 -3.220 -0.118
C 2.814 -1.014 -2.815 -0.104
C 1.845 -1.602 -2.021 -0.099
C -2.489 -0.009 0.358 -0.370
C -3.739 0.585 0.111 -0.033
C -4.389 1.234 1.135 -0.101
C -3.795 1.281 2.394 -0.088
C -2.569 0.672 2.554 -0.132
N -1.917 0.059 1.562 0.010
H -2.371 -0.712 -1.517 0.094
H -1.718 -4.406 -0.510 0.070
H -2.632 -5.882 -2.229 0.097
H -2.618 -5.205 -4.618 0.086
H -1.653 -3.015 -5.260 0.087
H -0.697 -1.537 -3.538 0.095
H -0.249 1.018 -1.664 0.098
H 1.455 2.071 -3.099 0.090
H 3.433 0.775 -3.838 0.085
H 3.684 -1.586 -3.117 0.090
H 1.962 -2.633 -1.705 0.110
H -4.177 0.510 -0.876 0.099
H -5.357 1.689 0.962 0.092
H -4.279 1.757 3.235 0.090
H -2.066 0.653 3.510 0.112
F -2.501 -5.362 3.813 0.008
C -2.345 -4.096 3.285 -0.282
C -2.330 -3.017 4.293 -0.171
F -2.841 -1.776 3.807 -0.111
C -0.926 -3.174 4.045 -0.299
F -0.215 -3.922 4.938 0.031
C -0.198 -2.800 2.804 -0.752
S 1.453 -2.344 2.720 0.500
C -0.867 -3.975 2.201 -0.331
F -0.121 -5.123 2.128 0.028
C -2.256 -4.066 1.818 -0.183
F -2.766 -2.855 1.242 -0.118
C 0.769 3.974 0.794 -0.018
C 1.917 2.963 0.811 -0.514
C 2.935 3.322 -0.262 -0.018
O 1.364 1.681 0.528 0.000
B 1.078 0.990 1.735 -0.601
O 1.627 1.774 2.774 0.025
C 2.505 2.752 2.230 -0.522
C 2.500 3.987 3.118 -0.022
C 3.910 2.147 2.195 -0.019
H 0.271 3.911 -0.175 0.086
H 1.120 4.999 0.943 0.078
H 0.038 3.728 1.565 0.094
H 2.422 3.457 -1.216 0.070
H 3.664 2.524 -0.387 0.082
H 3.456 4.252 -0.014 0.083
H 1.483 4.334 3.294 0.079
H 3.079 4.797 2.666 0.082
H 2.947 3.741 4.082 0.083
H 3.926 1.273 1.543 0.097
H 4.166 1.819 3.203 0.090
H 4.660 2.866 1.855 0.079
```

***

(2)
Molecular formula: C29H27Br4NO2ReTe
Method: DFT, the ωB97M-V functional and the def2-TZVPD basis

Output
Kohn-Sham gap (spin up / spin down): 0.172 / 0.169 Eh
HOMO energy (spin up / spin down): -12.877 / -12.846 eV
Electronic energy: -11968.26615 hartree
Spin multiplicity: 4
M: 1055.0 Da
Charge: +2

```
65
Properties=species:S:1:pos:R:3:lowdin_charge:R:1
Re -0.480 -0.880 0.367 1.320
C -2.314 2.644 4.360 -0.076
C -2.589 3.225 2.974 -0.378
C -4.038 3.708 2.865 -0.044
C -2.285 2.263 1.844 -0.241
C -2.901 1.033 1.739 -0.118
C -2.753 0.234 0.580 -0.155
C -2.031 0.695 -0.540 -0.417
C -2.367 0.278 -1.946 -0.016
C -1.255 1.871 -0.327 -0.044
C -1.394 2.626 0.813 -0.003
H -2.576 3.371 5.129 0.089
H -1.262 2.383 4.483 0.044
H -2.913 1.748 4.545 0.080
H -1.935 4.089 2.835 0.137
H -4.737 2.884 3.023 0.087
H -4.245 4.141 1.886 0.091
H -4.242 4.467 3.620 0.090
H -3.554 0.675 2.526 0.128
H -3.389 -0.641 0.477 0.134
H -3.122 0.971 -2.323 0.113
H -2.778 -0.727 -2.003 0.092
H -1.509 0.361 -2.614 0.093
H -0.612 2.217 -1.128 0.135
H -0.836 3.551 0.904 0.133
Br 2.280 -1.956 -5.850 0.812
C 1.206 -2.070 -4.329 -0.733
C 0.254 -3.120 -4.205 -0.732
Br 0.073 -4.384 -5.568 0.810
C -0.546 -3.219 -3.079 -0.657
Br -1.830 -4.550 -2.816 0.847
C -0.398 -2.261 -2.070 -0.401
O -1.108 -2.233 -0.950 -0.238
C 0.539 -1.232 -2.202 -0.389
O 0.561 -0.379 -1.168 -0.259
C 1.354 -1.125 -3.324 -0.661
Br 2.578 0.288 -3.378 0.842
C 1.467 -1.479 3.594 -0.471
Te -0.265 -0.309 2.894 1.064
C 2.262 0.610 5.530 0.243
C 1.737 -0.556 5.973 -0.217
C 1.536 -0.718 7.394 0.033
C 0.970 -1.847 7.889 -0.015
C 0.589 -2.856 6.980 0.045
C 0.758 -2.742 5.608 -0.006
C 1.335 -1.611 5.055 -0.264
H 2.362 -0.946 3.285 0.055
H 1.438 -2.456 3.121 0.042
H 2.523 1.399 6.226 0.113
H 2.438 0.809 4.480 0.087
H 1.854 0.086 8.045 0.137
H 0.813 -1.986 8.949 0.130
H 0.144 -3.763 7.372 0.137
H 0.441 -3.551 4.963 0.133
C 3.034 -4.261 0.795 -0.009
C 1.700 -4.624 0.898 -0.010
C 0.728 -3.651 0.783 -0.102
N 1.040 -2.357 0.593 -0.148
C 2.333 -2.006 0.477 -0.117
C 3.354 -2.929 0.575 -0.009
H 3.813 -5.008 0.871 0.129
H 1.405 -5.654 1.041 0.127
H -0.326 -3.891 0.821 0.127
H 2.530 -0.960 0.279 0.126
H 4.377 -2.600 0.464 0.128
```

***

(3)
Molecular formula: C29H27BrN2O3PdS
Method: DFT, the ωB97M-V functional and the def2-TZVPD basis

Output
Kohn-Sham gap: 0.280 Eh
HOMO energy: -7.899 eV
Electronic energy: -4556.49167 hartree
M: 669.9 Da

```
64
Properties=species:S:1:pos:R:3:lowdin_charge:R:1
Pd 0.530 -0.736 -0.188 0.748
O -3.106 0.432 1.312 0.027
C -3.632 -0.750 1.717 -0.265
C -4.995 -0.751 2.002 -0.015
C -5.621 -1.911 2.418 -0.093
C -4.903 -3.089 2.558 -0.101
C -3.548 -3.082 2.268 -0.042
C -2.892 -1.932 1.849 -0.111
C -1.420 -1.999 1.491 -0.427
O -1.204 -1.774 0.170 -0.255
N -0.742 -0.969 2.342 0.022
N 0.496 -0.654 1.953 -0.112
C 1.355 -0.084 2.704 -0.171
C 2.674 0.289 2.206 -0.565
Br 3.035 -0.140 0.382 0.930
C 3.592 0.834 3.015 -0.091
C 4.969 1.270 2.768 -0.236
C 5.393 1.846 1.572 -0.068
C 6.710 2.245 1.418 -0.075
C 7.620 2.076 2.450 -0.084
C 7.204 1.523 3.652 -0.080
C 5.886 1.134 3.812 -0.040
H -2.156 0.365 1.117 0.043
H -5.544 0.173 1.888 0.115
H -6.682 -1.894 2.632 0.101
H -5.390 -3.998 2.881 0.096
H -2.970 -3.995 2.360 0.110
H -1.036 -2.992 1.805 0.137
H -0.914 -0.996 3.343 0.153
H 1.141 0.155 3.746 0.134
H 3.266 0.933 4.046 0.120
H 4.690 2.011 0.770 0.074
H 7.025 2.696 0.487 0.105
H 8.648 2.385 2.323 0.103
H 7.903 1.401 4.468 0.104
H 5.560 0.710 4.754 0.113
C 0.596 -1.532 -4.812 -0.112
C 1.374 -0.526 -4.269 -0.112
C 1.348 -0.278 -2.900 -0.154
C 0.542 -1.053 -2.063 -0.317
C -0.244 -2.068 -2.616 -0.108
C -0.211 -2.301 -3.983 -0.094
H 0.611 -1.715 -5.879 0.095
H 2.005 0.078 -4.911 0.097
H 1.955 0.526 -2.492 0.070
H -0.884 -2.648 -1.963 0.089
H -0.824 -3.087 -4.407 0.101
C -1.639 3.620 -0.982 -0.225
S -0.620 2.142 -1.093 0.919
O -0.688 1.533 0.270 -0.562
C -1.695 1.235 -2.200 -0.401
C -2.541 0.254 -1.722 -0.065
C -3.358 -0.416 -2.624 -0.054
C -3.314 -0.110 -3.973 -0.079
C -2.442 0.866 -4.440 -0.078
C -1.622 1.540 -3.553 -0.097
H -2.609 3.326 -0.587 0.067
H -1.741 4.067 -1.968 0.054
H -1.143 4.308 -0.303 0.051
H -2.530 -0.026 -0.680 0.073
H -4.015 -1.195 -2.259 0.114
H -3.947 -0.643 -4.669 0.103
H -2.389 1.088 -5.497 0.105
H -0.916 2.278 -3.916 0.112
```